1.
38
Properties=species:S:1:pos:R:3:lowdin_charge:R:1 method="wB97M-V/def2-TZVPD" charge=-1 de_lowest_ev=0.000 homo_energy_ev=-5.42 gap_ev=7.86
C -0.51 -0.83 2.03 -0.74
H -1.15 1.69 3.19 0.10
C -1.64 0.72 3.29 -0.13
N -0.05 -0.98 3.27 -0.14
H -2.67 0.86 3.61 0.11
S 1.86 2.13 3.85 0.47
C -1.23 -0.63 -4.29 0.00
H -0.18 0.37 4.87 0.08
F -2.70 2.34 -3.45 0.13
S -0.93 1.45 -0.82 0.77
C -0.84 -0.19 4.22 -0.13
H 0.93 -2.49 4.33 0.09
H 0.29 -2.01 -4.95 0.10
C -1.62 0.24 -3.30 -0.11
C 1.16 -1.66 3.66 -0.04
N -1.58 -0.02 2.03 0.03
H 1.68 -1.65 -2.88 0.09
F -3.74 0.77 -2.38 0.13
H -1.81 0.41 1.13 0.03
H -1.48 -0.86 4.80 0.12
N 1.51 1.08 1.28 0.00
C -2.90 1.02 -3.41 -0.60
S 0.13 -1.58 0.63 0.73
C -0.04 -1.34 -4.18 -0.04
H -1.86 -0.76 -5.16 0.12
C -0.79 0.40 -2.18 -0.62
O 2.13 1.57 -1.39 -0.46
C 0.73 -1.15 -3.05 -0.10
S 3.39 0.81 -1.79 0.17
H 1.65 -2.03 2.76 0.06
C 1.67 1.52 2.34 -0.87
F -3.57 0.70 -4.54 0.11
N 0.34 -0.32 -2.09 -0.10
H 1.82 -0.95 4.16 0.07
O 3.32 0.40 -3.18 -0.39
Co 1.09 0.29 -0.41 -0.16
S 3.02 -0.82 -0.58 0.44
O 4.59 1.50 -1.41 -0.36


2.
14
Properties=species:S:1:pos:R:3:lowdin_charge:R:1 method="wB97M-V/def2-TZVPD" charge=0 de_lowest_ev=4.340 homo_energy_ev=-8.85 gap_ev=9.56
N 1.33 0.67 -0.65 0.01
H -1.68 -2.04 0.30 0.10
H 0.77 -2.44 0.47 0.19
H -0.94 0.52 1.41 0.16
C -0.71 1.47 0.45 -0.08
N 0.82 -1.37 0.26 0.07
C 0.05 0.60 -0.78 -0.45
N -1.62 -1.19 -0.45 0.10
H 2.92 -0.39 0.13 0.14
H -0.33 0.80 -1.85 0.16
C -0.40 -0.81 -0.38 -0.44
C 1.78 -0.40 0.05 -0.16
H -0.26 2.66 0.90 0.14
H -1.73 1.94 0.14 0.04


3.
75
Properties=species:S:1:pos:R:3:lowdin_charge:R:1 method="wB97M-V/def2-TZVPD" charge=0 de_lowest_ev=0.000 homo_energy_ev="-6.04 / -6.43" spin_multiplicity=3 gap_ev="6.40 / 6.28"
H 4.10 -1.26 2.33 0.10
H -1.27 -2.98 -1.74 0.07
H 3.04 -3.83 -8.49 0.10
C -1.14 4.22 -4.27 -0.08
C -0.22 -2.82 -4.27 -0.09
H 1.73 -3.72 -4.11 0.11
H -0.98 2.94 0.79 0.10
H -2.04 -1.70 -4.77 0.11
H 2.94 -1.70 -4.84 0.11
H -0.76 -3.71 -3.93 0.12
H 1.94 0.19 -7.97 0.10
C 1.23 1.01 -8.05 -0.10
C -0.36 -2.11 -9.18 -0.10
C 1.55 -2.46 -7.76 -0.10
C 1.85 -1.65 -4.70 -0.21
C 0.99 2.37 -4.35 -0.32
C 1.00 3.51 -5.16 -0.11
N 1.60 -0.07 0.41 0.02
C -0.25 -0.43 -4.92 -0.33
H -0.14 1.34 -2.80 0.05
Cl 2.37 0.44 -2.44 0.42
Si -0.64 -0.76 -6.74 0.75
C -1.42 -0.51 0.55 -0.17
H -2.76 -0.86 -2.50 0.08
C -0.07 0.87 -7.54 -0.28
C 0.24 -2.90 -10.18 -0.09
H -0.53 -2.59 0.83 0.09
H -2.86 0.86 -0.44 0.08
C 3.62 0.84 2.13 -0.05
C 1.46 -3.54 -9.94 -0.09
H 1.03 4.20 -9.22 0.10
H -0.03 5.31 -5.76 0.11
O -0.34 2.29 1.11 -0.06
H 2.24 -2.01 0.83 0.11
Si 2.30 1.06 -4.55 0.54
H -2.09 -0.87 -7.06 0.05
C -0.99 1.90 -7.70 -0.10
H 3.62 1.33 -4.96 -0.02
C 2.10 -3.33 -8.71 -0.08
H -0.83 0.46 -4.65 0.11
C -1.33 -2.03 -1.22 -0.23
H 4.41 1.21 2.78 0.11
C -1.20 3.06 -3.49 -0.07
C -0.94 -1.69 -4.67 -0.18
H 2.64 2.29 -9.07 0.10
H -1.37 -0.10 1.56 0.10
H 2.75 2.81 1.70 0.12
C 2.73 1.73 1.54 -0.01
H -1.33 3.90 -8.48 0.10
C -0.60 3.09 -8.34 -0.10
C -2.21 0.00 -0.51 -0.16
C 0.28 -1.91 -7.94 -0.25
C -2.16 -0.91 -1.60 -0.16
Ni 0.35 -0.85 -0.97 0.30
C 3.45 -0.52 1.88 -0.05
H 1.21 3.19 0.08 0.12
C 1.22 -0.43 -4.90 -0.37
C 0.73 2.21 0.16 -0.20
C -0.10 2.20 -3.47 -0.16
H 1.90 -4.20 -10.69 0.10
C -0.93 -1.82 0.18 -0.23
H 1.83 3.66 -5.85 0.10
C 1.72 1.24 0.71 -0.27
C 2.42 -0.95 1.04 -0.08
H -1.33 -1.63 -9.38 0.10
H -1.95 4.95 -4.22 0.10
H -0.26 -3.01 -11.15 0.10
C -0.05 4.43 -5.11 -0.09
C 1.62 2.20 -8.68 -0.09
H 2.14 -2.22 -6.88 0.07
C 0.72 3.25 -8.78 -0.10
H -2.10 2.81 -2.91 0.11
C 1.17 -2.82 -4.35 -0.09
H 0.37 1.88 -0.83 0.08
H -2.01 1.78 -7.33 0.10


4.
34
Properties=species:S:1:pos:R:3:lowdin_charge:R:1 method="wB97M-V/def2-TZVPD" charge=+2 de_lowest_ev=0.000 homo_energy_ev="-15.39 / -14.12" spin_multiplicity=7 gap_ev="8.36 / 5.45"
H -0.69 2.00 4.01 0.12
C -1.02 1.00 4.36 -0.02
O 1.98 -1.21 -1.34 -0.08
H -1.89 0.87 -1.81 -0.03
H -1.39 1.99 -3.13 0.09
H 1.44 1.46 -4.49 0.08
P 0.28 0.36 -2.74 0.80
O 3.19 -1.74 1.30 0.14
H -0.25 -2.56 -0.73 0.12
Cl -3.89 -0.30 -0.59 -0.25
C 0.80 -0.85 -1.41 -0.67
H 2.55 0.49 -3.47 0.08
H 0.60 -1.18 4.89 0.12
H 0.86 -1.72 3.19 0.10
H 1.95 2.06 -2.88 0.01
H -1.38 -1.08 -3.77 0.08
C 2.78 -0.75 0.93 -0.14
Eu -3.06 0.72 1.60 1.40
C -0.33 -1.47 -0.66 -0.06
H -0.29 -1.16 0.40 0.05
C 1.69 1.17 -3.46 -0.20
I 1.59 1.57 -0.06 0.77
H -0.39 -0.17 -4.97 0.08
C -1.05 1.44 -2.23 -0.23
H 1.60 -0.19 3.78 0.12
O -1.13 -0.35 2.37 -0.22
H -0.68 2.17 -1.48 -0.01
H -0.60 0.88 5.36 0.11
C 0.71 -0.85 3.84 0.01
C -0.37 -0.73 -4.02 -0.15
H -1.33 -1.20 -1.04 0.02
C -0.51 -0.09 3.45 -0.41
H 0.31 -1.59 -4.12 0.08
H -2.13 0.97 4.48 0.09


5.
50
Properties=species:S:1:pos:R:3:lowdin_charge:R:1 method="wB97M-V/def2-TZVPD" charge=+1 de_lowest_ev=1.807 homo_energy_ev="-12.13 / -12.14" spin_multiplicity=3 gap_ev="6.14 / 6.86"
C -0.58 4.05 -2.76 -0.05
C 0.13 -2.96 2.21 -0.02
C -2.78 0.99 -0.54 -0.02
C -0.07 -2.90 -0.19 -0.06
H 1.57 4.91 -0.29 0.12
C 0.91 4.30 -0.89 -0.04
O 2.82 2.89 2.40 0.20
O 0.62 -0.39 -2.98 0.21
C 0.71 2.97 -0.56 -0.01
C -0.36 0.70 -0.99 -0.29
C 2.77 1.73 2.16 -0.50
C -4.50 -0.43 -1.42 -0.06
H 3.14 -3.47 0.75 0.13
H -3.84 -1.95 -2.78 0.11
Mo 2.19 -0.65 0.71 1.94
O 2.88 1.15 0.98 -0.18
H -5.55 -0.70 -1.50 0.11
H 1.24 2.56 0.29 0.08
C 2.33 -3.39 3.35 -0.03
H -1.49 -1.32 -2.65 0.11
H -1.45 2.11 -3.02 0.13
C -4.12 0.64 -0.62 -0.05
H 1.76 -3.19 -1.29 0.13
H -1.09 4.47 -3.62 0.11
C 0.66 -0.08 -1.84 -0.42
C -1.81 0.28 -1.24 -0.16
H -0.34 -2.94 3.19 0.14
C 2.42 0.67 3.24 -0.41
O 2.23 0.82 4.39 0.23
H 3.39 -3.28 3.15 0.09
O 1.78 -0.36 -1.07 -0.23
O 2.27 -0.56 2.61 -0.24
H 0.41 5.88 -2.25 0.11
C -0.65 -2.83 1.07 -0.03
C 0.26 4.84 -1.99 -0.06
H -4.86 1.21 -0.08 0.11
H 2.15 -4.41 3.70 0.11
C -3.54 -1.13 -2.13 -0.06
H -0.69 -2.83 -1.07 0.11
O -0.03 0.39 0.39 -0.06
H 2.05 -2.71 4.15 0.09
C -0.15 2.18 -1.31 -0.16
C -2.20 -0.78 -2.05 -0.03
C -0.79 2.72 -2.42 -0.01
H -0.48 1.05 0.95 0.13
C 2.10 -3.17 0.84 -0.16
C 1.51 -3.16 2.12 -0.31
C 1.30 -3.09 -0.31 -0.11
H -1.72 -2.68 1.16 0.13
H -2.50 1.85 0.06 0.13


6.
9
Properties=species:S:1:pos:R:3:lowdin_charge:R:1 method="wB97M-V/def2-TZVPD" charge=0 de_lowest_ev=3.014 homo_energy_ev="-7.18 / -9.39" spin_multiplicity=3 gap_ev="7.68 / 7.95"
H -0.39 -0.43 2.03 0.06
P -0.03 -1.45 -1.42 0.87
N -0.84 -0.19 1.17 -0.28
C -0.35 -0.22 -0.17 -1.15
H 0.59 3.02 0.08 0.01
H -0.03 -2.50 -0.42 -0.09
H 1.24 0.68 -1.04 -0.05
N 1.08 -0.15 -0.58 -0.18
P -1.27 1.24 0.34 0.81


7.
48
Properties=species:S:1:pos:R:3:lowdin_charge:R:1 method="wB97M-V/def2-TZVPD" charge=+1 homo_energy_ev=-12.21 gap_ev=8.42
O 1.95 -1.64 -1.79 -0.07
H 1.74 -2.45 -1.23 0.06
H 0.12 2.80 -1.11 -0.01
C -0.38 -0.42 1.01 -0.37
O -0.55 -1.68 -2.77 -0.06
H -4.83 0.67 0.19 0.10
O 0.65 -4.06 2.21 -0.07
H 1.63 0.41 0.27 0.00
O 0.37 -3.32 -0.30 0.01
H -0.34 1.70 1.21 0.06
H 1.01 4.16 2.16 0.03
H -0.25 -4.35 2.43 0.04
H 0.27 -1.69 -2.25 -0.03
H -0.71 1.28 -3.01 0.06
O 1.63 3.83 1.58 0.01
O -0.71 0.97 -2.13 -0.01
H -1.01 0.87 2.60 0.13
H -0.53 -1.36 1.45 0.10
Be -2.69 0.38 -0.42 0.07
H -1.56 2.39 -0.35 0.03
H 1.81 -1.51 2.21 0.01
H 0.77 3.31 0.14 -0.01
H 3.60 1.05 2.32 0.02
H 1.98 -1.98 -2.72 0.10
H -2.80 2.51 -1.10 0.16
O 3.72 1.86 1.82 -0.06
H -0.31 -1.30 -3.63 0.07
H -0.15 0.21 -1.99 0.03
H 2.70 0.27 -0.77 0.05
H 3.18 1.77 1.03 -0.01
O -3.13 -0.21 -1.92 0.08
H 0.34 -0.57 0.27 0.05
O -2.45 2.07 -0.25 0.05
O 2.59 -1.08 1.90 -0.01
C -0.17 0.81 1.81 -0.04
H 2.93 -1.76 1.31 0.06
O -4.11 0.17 0.55 0.08
H -3.92 -0.22 -2.53 0.17
O -1.49 -0.39 0.20 -0.20
H -0.52 -3.10 -0.15 0.06
H -4.34 -0.81 0.33 0.18
H 0.61 -3.88 1.25 -0.03
H 2.41 3.43 1.93 0.02
H 0.67 0.86 2.40 0.05
O 2.23 0.96 -0.27 -0.05
O 0.08 3.51 -0.49 -0.04
H 0.40 -4.08 -0.85 0.09
H -2.44 -0.38 -2.54 0.06


8.
8
Properties=species:S:1:pos:R:3:lowdin_charge:R:1 method="wB97M-V/def2-TZVPD" charge=+1 de_lowest_ev=3.487 homo_energy_ev="-15.64 / -15.64" gap_ev="8.61 / 8.61"
C 1.07 2.89 -1.30 0.24
C 0.51 2.08 -0.51 -0.17
H 1.07 0.80 1.31 0.19
H -1.12 -0.11 0.11 0.14
N -0.23 -0.12 -0.24 0.20
H -0.52 0.03 -1.25 0.22
H 0.29 -1.00 -0.08 0.20
C 0.53 0.99 0.29 -0.03


9.
15
Properties=species:S:1:pos:R:3:lowdin_charge:R:1 method="wB97M-V/def2-TZVPD" charge=0 de_lowest_ev=5.625 homo_energy_ev="-7.75 / -7.35" gap_ev="8.68 / 8.03"
H -2.26 1.64 -0.65 0.09
H -1.22 -0.31 1.59 0.11
C -1.05 -0.97 -0.54 -0.16
C 1.63 0.98 -0.22 0.00
O 1.96 -1.32 0.42 -0.02
H -2.73 -0.46 0.62 0.12
H 2.09 0.89 -1.20 0.07
C -1.65 -0.25 0.59 -0.15
H 2.42 -1.35 -0.43 0.10
O -1.06 0.08 -1.33 -0.02
C -1.47 0.95 -0.33 -0.11
H 1.00 0.04 1.56 0.11
C 1.51 -0.05 0.61 -0.31
H -0.39 -1.82 -0.72 0.11
H 1.21 1.94 0.04 0.05


10.
16
Properties=species:S:1:pos:R:3:lowdin_charge:R:1 method="wB97M-V/def2-TZVPD" charge=0 de_lowest_ev=0.776 smiles=CSC.CN homo_energy_ev=-8.49 gap_ev=9.29
H -3.03 0.66 1.85 0.02
H 2.19 -0.49 -0.99 0.04
H 4.77 0.18 -1.57 0.06
C -3.77 -0.09 1.60 -0.43
H -4.63 0.41 1.15 0.02
C 3.84 0.64 -1.22 -0.18
H 4.13 1.50 -0.60 0.06
H -1.16 0.22 0.59 0.03
H -1.82 -0.05 -1.16 0.02
H -0.90 -1.26 -0.33 0.01
C -1.59 -0.43 -0.17 -0.42
H 2.78 -0.02 0.43 0.04
N 3.06 -0.38 -0.47 -0.07
H -4.11 -0.61 2.49 0.02
H 3.29 1.02 -2.06 0.06
S -3.05 -1.31 0.47 0.72


11.
15
Properties=species:S:1:pos:R:3:lowdin_charge:R:1 method="wB97M-V/def2-TZVPD" charge=0 de_lowest_ev=2.425 smiles="C=C/C=C(/C)N" homo_energy_ev=-8.16 gap_ev=9.19
H -0.43 0.14 2.01 0.10
H 1.54 -1.13 3.27 0.05
H 0.61 -0.03 -2.48 0.07
H -1.18 -0.14 -2.76 0.07
H -0.33 1.39 -2.35 0.08
N -1.71 -0.12 -0.13 0.03
H -2.29 -0.75 -0.68 0.07
H 2.55 -0.13 2.09 0.05
C 1.58 -0.52 2.37 0.00
H -2.26 0.74 -0.11 0.08
C -0.39 0.31 -2.18 -0.06
H 1.57 0.45 -0.15 0.11
C -0.38 0.07 -0.69 -0.37
C 0.63 -0.01 0.17 -0.10
C 0.50 -0.25 1.61 -0.18


12.
14
Properties=species:S:1:pos:R:3:lowdin_charge:R:1 method="wB97M-V/def2-TZVPD" charge=0 de_lowest_ev=8.941 homo_energy_ev=-7.85 gap_ev=4.18
H -1.40 -0.20 1.80 0.09
H 1.08 -0.90 1.70 0.08
H 0.10 0.67 -0.77 0.11
C -1.35 0.35 0.86 -0.02
H 1.99 -0.30 0.09 -0.02
O -3.28 0.08 -0.62 -0.17
N 2.87 -0.01 -1.11 -0.02
H -2.25 0.01 0.03 0.01
C -0.06 0.20 0.20 -0.19
H -3.68 -0.72 -0.99 0.02
H 3.71 0.56 -1.15 -0.03
H -1.60 1.40 0.99 0.11
C 1.03 -0.37 0.75 0.08
H 2.86 -0.78 -1.77 -0.04


Number 1: energy -4544.0507 Ha. Number 2: energy -320.7238 Ha. Number 3: energy -4031.4788 Ha. Number 4: energy -2388.3868 Ha. Number 5: energy -1482.5001 Ha. Number 6: energy -832.4689 Ha. Number 7: energy -1162.7652 Ha. Number 8: energy -170.9759 Ha. Number 9: energy -345.5982 Ha. Number 10: energy -573.8030 Ha. Number 11: energy -250.5778 Ha. Number 12: energy -249.3851 Ha.